# C56H66AuBrN7OS3Si

C56H66AuBrN7OS3Si as an isolated structure (ωB97M-V with the def2-TZVPD basis set, the OMol25 dataset).

```
136
Properties=species:S:1:pos:R:3
Au 0.17 -0.99 -0.92
N 2.30 -0.77 -0.92
S 3.44 -0.73 0.00
N 4.10 0.73 0.34
S 3.63 2.13 -0.04
N 2.19 2.61 -0.25
S 0.67 2.13 0.06
N 0.02 1.05 -0.67
C -0.19 3.65 -0.29
C 0.44 4.85 -0.55
C -0.33 5.97 -0.82
C -1.71 5.88 -0.82
C -2.34 4.67 -0.55
C -1.58 3.54 -0.29
C 0.61 2.06 1.84
C -0.20 1.10 2.42
C -0.30 1.05 3.80
C 0.40 1.96 4.58
C 1.19 2.93 3.99
C 1.30 2.99 2.61
C 4.35 3.16 1.22
C 4.98 2.59 2.31
C 5.50 3.43 3.29
C 5.38 4.81 3.16
C 4.75 5.36 2.05
C 4.23 4.53 1.07
C 4.48 2.61 -1.52
C 5.84 2.33 -1.58
C 6.53 2.67 -2.73
C 5.86 3.28 -3.79
C 4.50 3.54 -3.71
C 3.80 3.21 -2.56
C 3.36 -1.44 1.64
C 3.63 -2.80 1.77
C 3.57 -3.37 3.03
C 3.21 -2.61 4.13
C 2.92 -1.26 3.98
C 2.99 -0.67 2.72
C 4.88 -1.55 -0.67
C 6.14 -1.35 -0.12
C 7.21 -2.07 -0.63
C 7.00 -2.97 -1.67
C 5.74 -3.16 -2.20
C 4.66 -2.44 -1.70
H 1.52 4.91 -0.56
H 0.15 6.91 -1.04
H -2.31 6.76 -1.03
H -3.42 4.60 -0.56
H -2.04 2.58 -0.11
H -0.72 0.39 1.79
H -0.92 0.30 4.27
H 0.31 1.92 5.66
H 1.72 3.65 4.60
H 1.90 3.76 2.14
H 5.06 1.52 2.40
H 5.99 3.01 4.16
H 5.79 5.46 3.93
H 4.67 6.43 1.95
H 3.74 4.95 0.20
H 6.34 1.84 -0.76
H 7.59 2.46 -2.80
H 6.41 3.54 -4.68
H 3.99 4.00 -4.54
H 2.73 3.40 -2.48
H 3.90 -3.40 0.91
H 3.80 -4.42 3.14
H 3.17 -3.06 5.11
H 2.64 -0.66 4.83
H 2.78 0.39 2.61
H 6.28 -0.65 0.70
H 8.20 -1.93 -0.22
H 7.84 -3.54 -2.06
H 5.57 -3.88 -2.99
H 3.66 -2.57 -2.09
C -1.10 -2.60 3.40
C -0.62 -3.04 1.99
C -1.84 -3.28 1.10
C 0.26 -4.28 2.11
O 0.10 -1.93 1.56
H -1.57 -3.46 3.87
H -1.82 -1.79 3.32
H -0.25 -2.28 4.01
H -2.49 -4.04 1.54
H -1.54 -3.62 0.11
H -2.41 -2.35 0.99
H -0.35 -5.17 2.28
H 0.96 -4.18 2.93
H 0.83 -4.44 1.19
C -4.56 -3.55 -1.23
C -5.33 -2.52 -2.08
C -6.84 -2.76 -1.86
C -5.01 -2.79 -3.55
Si -4.87 -0.72 -1.60
Br -2.55 -0.70 -1.65
C -5.31 -0.23 0.21
C -5.29 -1.44 1.16
C -6.74 0.36 0.28
C -4.34 0.82 0.79
C -5.31 0.64 -2.90
C -4.57 0.44 -4.23
C -6.81 0.68 -3.23
C -4.91 2.02 -2.36
H -4.73 -4.54 -1.67
H -4.90 -3.59 -0.20
H -3.48 -3.38 -1.24
H -7.08 -3.79 -2.13
H -7.46 -2.11 -2.48
H -7.13 -2.62 -0.82
H -5.10 -3.86 -3.74
H -3.99 -2.49 -3.82
H -5.70 -2.28 -4.22
H -6.09 -2.14 0.95
H -5.43 -1.08 2.19
H -4.34 -1.98 1.12
H -7.48 -0.32 -0.15
H -6.81 1.32 -0.23
H -7.01 0.52 1.33
H -3.32 0.44 0.82
H -4.65 1.05 1.81
H -4.34 1.75 0.22
H -4.96 -0.40 -4.79
H -3.49 0.29 -4.10
H -4.71 1.33 -4.84
H -7.16 -0.26 -3.66
H -6.98 1.45 -3.99
H -7.44 0.92 -2.38
H -3.84 2.07 -2.10
H -5.49 2.32 -1.49
H -5.09 2.77 -3.14
N 0.29 -2.86 -1.80
C 0.60 -3.96 -1.59
C 0.97 -5.26 -1.34
C 2.35 -5.54 -1.29
N 3.49 -5.71 -1.21
C -0.03 -6.20 -0.98
N -0.86 -6.95 -0.69
```

Computed properties:
HOMO (spin up / spin down) = -9.8 / -9.9 eV
<S²> = 2.01
charge = +1
spin multiplicity = 3
relative energy (zero: lowest compared OMol25 entry of this formula, charge and spin) = 37.6 kJ/mol
electronic energy = -6825.269720 a.u.
frontier orbital gap (spin up / spin down) = 0.2653 / 0.2199 Eh